Molecular formula: C9H18FO9Tl
Method: DFT, ωB97M-V/def2-TZVPD

```
38
Properties=species:S:1:pos:R:3:lowdin_charge:R:1
Tl 0.9413 0.3711 -1.3416 1.27
F -0.4046 -1.3657 0.4103 -0.31
C 1.0466 4.7325 1.5447 -0.01
O 0.2517 3.9160 2.4038 0.06
C 0.2236 2.5883 2.1558 -0.44
O 0.6030 1.9650 1.1223 0.03
O -0.6440 2.0134 3.0162 0.06
C -0.9084 0.6054 3.1372 0.03
H 2.1332 4.6555 1.5835 0.11
H 0.8606 5.7183 1.9710 0.12
H 0.8178 4.6108 0.4859 0.10
H -0.0800 0.0295 3.5498 0.12
H -1.2967 0.1745 2.2144 0.06
H -1.7378 0.6821 3.8403 0.13
C -3.3595 -0.1527 0.0461 -0.02
O -3.9055 0.7236 -0.9393 0.05
C -3.0640 1.3165 -1.8357 -0.48
O -1.8452 1.1736 -1.8429 0.03
O -3.8077 2.1409 -2.5810 0.07
C -3.3196 3.0703 -3.4619 -0.04
H -4.2185 -0.4934 0.6241 0.12
H -2.7564 0.3215 0.8204 0.08
H -2.9831 -1.0618 -0.4229 0.11
H -2.8091 3.7875 -2.8192 0.12
H -4.1436 3.4351 -4.0750 0.12
H -2.6309 2.8823 -4.2856 0.11
C 1.1245 -4.1567 0.2328 0.01
O 2.4855 -4.1397 -0.1358 0.04
C 3.1115 -3.0727 -0.6235 -0.47
O 2.5675 -2.0527 -1.0033 0.07
O 4.5011 -3.2474 -0.5816 0.05
C 5.0563 -4.4875 -1.0739 0.02
H 0.4620 -3.6625 -0.4778 0.10
H 1.0541 -3.5560 1.1396 0.11
H 0.8780 -5.1887 0.4825 0.12
H 4.4894 -5.3526 -0.7299 0.11
H 5.9386 -4.5313 -0.4355 0.12
H 5.3683 -4.3922 -2.1140 0.12
```

Results
Total charge ... +2
LUMO level ... -14.1 eV
ΔE to the lowest compared entry with this formula, charge and spin ... 80.6 kcal per mole
HOMO energy ... -16.68 eV
Spin multiplicity ... 1
Electronic energy ... -35437.4569 eV